--- i ---
Computed, not measured: 2 unconnected molecules or ions with the total composition CH2Cl3P, with ωB97M-V/def2-TZVPD.

Last column: Löwdin charge in e.
CARTESIAN COORDINATES (ANGSTROEM)
C -0.89959 0.61927 -0.66091  -0.26
P 0.51330 -0.09291 -0.08907  0.01
Cl 1.44450 -1.49191 -1.28325  0.21
Cl 1.85607 1.26939 0.23620  0.29
Cl -0.07458 -1.56108 3.08313  -0.23
H -1.34047 1.49378 -0.42038  -0.02
H -1.49922 -0.23655 -0.86572  0.00

LUMO energy (spin up / spin down) = -0.07670 / -0.12485 Ha
HOMO-LUMO gap (spin up / spin down) = 8.2 / 5.2 eV
HOMO level (spin up / spin down) = -10.2 / -8.6 eV

--- ii ---
Computed, not measured: 2 unconnected molecules or ions with the total composition CH2Cl3P, with ωB97M-V/def2-TZVPD.

Last column: Löwdin charge in e.
CARTESIAN COORDINATES (ANGSTROEM)
C -0.95207 -0.27691 -0.04602  -0.62
P 1.49357 0.25256 1.08943  0.08
Cl 1.97360 -0.94714 -0.36576  0.14
Cl 1.59661 2.03468 0.07334  0.04
Cl -2.65507 -0.41521 0.45870  0.47
H -0.94034 0.50428 -0.84398  0.00
H -0.51630 -1.15227 -0.36570  -0.11

LUMO energy (spin up / spin down) = -0.04441 / -0.03358 Ha
HOMO-LUMO gap (spin up / spin down) = 7.8 / 7.6 eV
HOMO level (spin up / spin down) = -9.0 / -8.5 eV

ii takes first place; second place is 102.5 kJ/mol up.

--- i ---
Computed, not measured: 2 unconnected molecules or ions with the total composition C8H9N2O, with ωB97M-V/def2-TZVPD.

Last column: Löwdin charge in e.
CARTESIAN COORDINATES (ANGSTROEM)
C -2.85505 0.88796 0.83870  -0.02
C -1.82304 1.60192 0.20669  0.01
C -2.72230 -0.49582 0.89511  0.04
C -0.69567 0.98451 -0.39526  -0.03
C -1.55114 -1.21105 0.41230  -0.25
C -0.59087 -0.34835 -0.12641  0.22
C -2.12323 -3.53167 0.40689  0.12
C 4.98474 1.22008 -0.99273  -0.08
N -1.39271 -2.51806 0.50362  0.12
N 3.59518 1.62779 -1.16682  -0.13
O 2.69635 1.56967 -0.37557  -0.03
H -3.76876 1.33627 1.00970  0.10
H -1.83123 2.69654 0.28252  0.14
H -3.45173 -1.06924 1.52642  0.15
H 0.06049 1.64101 -0.97712  0.15
H -3.13073 -3.58125 0.10779  0.10
H -1.56419 -4.48021 0.65194  0.13
H 5.30206 2.08054 -0.44771  0.08
H 5.60684 1.34050 -1.88334  0.08
H 5.25498 0.24887 -0.47674  0.11

charge = +1
LUMO energy (spin up / spin down) = -0.19660 / -0.28095 Ha
HOMO-LUMO gap (spin up / spin down) = 5.8 / 3.5 eV
HOMO level (spin up / spin down) = -11.1 / -11.1 eV

--- ii ---
Computed, not measured: a gas-phase ion, C8H9N2O (charge +1), with ωB97M-V/def2-TZVPD.

Last column: Löwdin charge in e.
CARTESIAN COORDINATES (ANGSTROEM)
C 0.53288 -1.55603 -0.16692  -0.04
C -0.60948 -0.72380 -0.22547  -0.22
C 2.09774 0.02486 -1.06403  -0.08
C -1.91936 -1.20523 0.17977  0.01
C -2.91854 -0.31678 0.11507  -0.06
C -2.74358 0.96125 -0.41563  0.01
C -1.43728 1.38453 -0.74953  -0.10
C 2.75051 1.15245 0.96368  0.02
N -0.44952 0.55782 -0.64138  0.11
N 1.70910 -1.21140 -0.47768  0.09
O 2.57844 0.97183 -0.47724  -0.01
H 0.36936 -2.57926 0.28483  0.18
H -1.99011 -2.19457 0.61132  0.12
H -3.89302 -0.72019 0.43607  0.14
H -3.58556 1.61824 -0.49990  0.11
H -1.24234 2.25434 -1.44146  0.15
H 3.77173 0.94141 1.23149  0.10
H 2.12231 0.46200 1.54009  0.09
H 2.34461 2.15171 1.27147  0.13
H 2.51212 -1.97318 -0.47456  0.25

charge = +1
LUMO energy (spin up / spin down) = -0.18513 / -0.18514 Ha
HOMO-LUMO gap (spin up / spin down) = 7.3 / 7.3 eV
HOMO level (spin up / spin down) = -12.3 / -12.3 eV

ii takes first place; second place is 424.0 kJ/mol up.

--- i ---
Computed, not measured: a molecular structure, ClZn, with ωB97M-V/def2-TZVPD.

Last column: Löwdin charge in e.
CARTESIAN COORDINATES (ANGSTROEM)
Zn 30.26165 7.51614 15.15453  0.99
Cl 29.92366 5.33687 15.35844  0.01

charge = +1
LUMO energy = -0.34455 Ha
HOMO-LUMO gap = 7.5 eV
HOMO level = -16.9 eV

--- ii ---
Computed, not measured: a molecular structure, ClZn, with ωB97M-V/def2-TZVPD.

Last column: Löwdin charge in e.
CARTESIAN COORDINATES (ANGSTROEM)
Zn 0.37316 -5.26280 2.92893  1.02
Cl 1.55944 -4.18685 1.27300  -0.02

charge = +1
LUMO energy = -0.34882 Ha
HOMO-LUMO gap = 7.3 eV
HOMO level = -16.8 eV

i takes first place; second place is 21.0 kJ/mol up.

--- i ---
Computed, not measured: a gas-phase ion, C5H9NO (charge +1), with ωB97M-V/def2-TZVPD.

Last column: Löwdin charge in e.
CARTESIAN COORDINATES (ANGSTROEM)
O 2.93895 0.84866 0.06508  0.38
C 1.87993 1.39317 -0.00668  -0.07
C 0.83811 1.17623 -1.06313  -0.07
C -0.41358 0.56068 -0.34831  -0.13
C -0.04909 -0.75761 0.29690  -0.27
C -1.97979 -1.91327 0.80580  -0.03
N -1.07356 -1.74316 -0.05319  -0.01
H 1.66593 2.13473 0.79862  0.22
H 1.15827 0.48406 -1.82730  0.14
H 0.62421 2.17439 -1.44635  0.15
H -1.04576 0.39856 -1.20674  0.13
H -0.84236 1.24838 0.38086  0.13
H 0.86321 -1.14951 -0.19022  0.12
H 0.31231 -0.76154 1.33628  0.13
H -1.97793 -1.63453 1.86957  0.09
H -2.89884 -2.45926 0.58878  0.08

charge = +1
spin multiplicity = 2
LUMO energy (spin up / spin down) = -0.21632 / -0.35694 Ha
HOMO-LUMO gap (spin up / spin down) = 7.6 / 3.8 eV
HOMO level (spin up / spin down) = -13.5 / -13.5 eV

--- ii ---
Computed, not measured: a gas-phase ion, C5H9NO (charge +1), with ωB97M-V/def2-TZVPD.

Last column: Löwdin charge in e.
CARTESIAN COORDINATES (ANGSTROEM)
O 2.52639 0.40280 -0.36385  0.03
C 1.95311 1.38349 0.13226  -0.29
N 0.68089 1.61850 -0.07135  0.03
C -0.37569 0.75813 -0.46005  -0.18
C -0.04242 -0.70783 -0.73102  -0.11
C -0.51203 -1.75444 0.24696  0.06
C -1.44267 -1.35349 1.18242  0.21
H 2.38102 1.94847 0.84666  0.11
H 0.43431 2.58586 -0.04327  0.15
H -0.74043 1.18449 -1.41869  0.14
H -1.26519 1.05585 0.18802  0.14
H -0.59932 -1.08930 -1.63146  0.18
H 1.00563 -0.79641 -1.10493  0.14
H -0.26305 -2.79440 0.12152  0.14
H -2.17947 -0.47614 1.07258  0.14
H -1.56108 -1.96558 2.03422  0.09

charge = +1
spin multiplicity = 2
LUMO energy (spin up / spin down) = -0.18746 / -0.31852 Ha
HOMO-LUMO gap (spin up / spin down) = 8.7 / 5.0 eV
HOMO level (spin up / spin down) = -13.8 / -13.7 eV

ii takes first place; second place is 20.3 kJ/mol up.